[1]
6 unconnected molecules or ions with the total composition C38H50BrF13N2O20Si, computed with ωB97M-V/def2-TZVPD.

```
125
Properties=species:S:1:pos:R:3:lowdin_charge:R:1
C 0.50535 4.16675 -2.72841 -0.517
H 1.74839 -0.34155 -0.21825 0.148
C -3.08436 2.17522 -1.93770 -0.466
F 7.58785 -5.79392 1.84724 0.028
C 4.59035 4.30640 -1.01200 -0.171
H 3.68734 -4.39190 3.05568 0.170
O -4.59329 -3.80445 1.60980 0.062
N 0.03836 0.69945 0.57714 0.018
C -5.32206 -7.39197 0.71083 -0.333
O -2.00850 6.30689 -6.73990 0.143
F 5.47469 -6.61271 -1.85255 -0.030
F 5.26510 -6.53938 2.33926 0.022
H 7.16557 3.20375 0.42881 0.060
H 5.25595 0.95933 1.78993 0.147
C 4.76446 -1.17215 3.51732 -0.200
F -4.30468 1.26916 -4.88579 0.091
H -4.06045 -7.77049 2.42023 0.145
C 5.94617 -4.13854 2.86240 -0.168
C -0.81338 -1.63567 -0.67945 -0.013
H 0.74214 3.98298 -0.39157 0.101
H 3.10854 -0.23350 4.77861 0.134
H -2.63080 1.57408 0.64609 0.066
C 4.25097 1.59108 1.65884 -0.175
C 6.12435 -5.42938 1.81570 -0.109
H 3.54843 4.57100 -0.50999 0.060
H 4.65058 0.86035 4.54672 0.140
C -1.64742 7.64534 -6.48486 -0.330
H -2.16850 8.00325 -5.59049 0.180
O 5.78265 3.35807 2.69216 -0.130
O -5.43486 -1.71457 1.42471 0.112
O -6.68932 -7.04925 0.71515 0.145
O -8.25903 1.55318 1.93651 0.147
N 3.82247 1.49690 0.17817 -0.100
C 5.07820 1.65528 -2.53618 -0.217
C -4.12462 -3.05912 2.71560 -0.062
H -5.60893 2.39893 -3.09929 0.157
O 0.03893 6.30539 -5.78171 0.044
H 5.46759 4.91218 -0.50532 0.068
H -4.72223 -6.51019 0.46144 0.170
F 5.98457 -3.73018 -0.18957 0.023
F -8.01597 -0.55861 2.64103 0.081
H 1.12916 1.12432 -1.79120 0.126
C -5.09064 -7.91928 2.08564 -0.077
H 6.12705 1.14660 -2.73410 0.047
C -8.11384 -0.07640 0.35085 -0.073
C 4.42864 -3.48973 2.81343 -0.086
H -8.70314 -0.83870 -0.16590 0.151
F -2.00132 8.39306 -7.55413 0.080
H -7.06345 -0.38635 0.35365 0.128
O -7.96744 -6.11900 2.36158 0.143
H 2.56884 -1.17568 1.80104 0.116
H -5.34070 -8.98136 2.17967 0.150
H -5.99584 -2.13843 3.35604 0.175
C 3.89059 0.13319 3.98404 -0.095
H -0.36185 3.78393 -3.44676 0.073
H -3.73675 -0.01262 -3.44695 0.175
H 1.55200 4.22344 -3.26238 0.075
H 5.90957 -1.12500 3.84784 0.150
H 0.22308 8.36913 -5.68840 0.147
F -5.12803 -8.35773 -0.21509 0.082
H 7.58331 2.11955 -1.06101 0.060
H -4.13390 -3.66249 3.62734 0.151
H -1.70303 -1.28363 -1.35386 0.084
C 6.88415 2.19093 -0.09807 -0.189
C 6.35938 -6.21577 -0.71167 -0.054
C -5.07948 1.53161 -2.69084 -0.065
C -3.99573 1.04197 -3.58941 -0.327
H -2.47127 2.89214 1.98527 0.120
H 0.18241 -1.75822 -1.30166 0.088
F -4.49537 -0.80735 3.24389 0.086
O 4.18063 -2.47583 3.87119 -0.170
H 4.79984 -1.13648 2.32460 0.110
Si 5.04969 2.42248 -0.72504 0.566
C 3.17597 0.94684 2.70880 -0.202
F 6.21804 -4.65740 4.22906 0.017
C 2.14409 -0.09852 1.99754 -0.079
O -2.89333 1.85102 -3.24730 0.149
C -8.23354 2.12067 0.69797 -0.499
C -8.63354 0.21200 1.71776 -0.320
H 7.03738 1.23938 0.56553 0.052
F 7.02678 -3.18521 2.50669 0.008
O -1.00829 -1.23182 1.84231 -0.031
C -5.09173 -1.92650 2.77535 -0.325
H 1.23582 -0.24865 2.75755 0.143
F 7.65848 -5.71094 -1.26645 -0.018
C -1.05725 5.55780 -6.11488 -0.502
O 3.61819 4.25495 2.16906 -0.202
O -2.21638 2.63073 -1.21175 0.091
F 4.13620 -5.22104 0.10623 0.005
H 0.35434 7.64528 -7.30764 0.150
H 2.62795 1.87029 3.23075 0.163
H 2.10644 2.70367 0.72446 0.155
O 0.19509 2.40751 2.46864 0.006
H 2.40299 2.39430 -2.33303 0.090
H 4.14610 -3.12985 1.73375 0.132
C 1.74497 2.08456 -1.43572 -0.130
H 4.86324 2.47334 -3.34663 0.047
H 4.63400 4.53412 -2.15999 0.045
H -9.71988 0.11250 1.81516 0.179
C 4.54912 3.11904 2.16586 -0.422
C -5.30435 -2.93370 0.83027 -0.497
O -1.17179 4.36727 -5.87532 0.131
H 6.53554 -7.18836 -0.07350 0.185
O -5.77054 -3.21654 -0.26085 0.141
C 0.57965 3.28028 -1.31237 -0.247
H -3.09810 -2.72993 2.52253 0.132
O -5.99118 -7.15550 2.86257 0.069
C 1.53513 0.50118 0.60372 -0.206
C -0.48563 1.63354 1.62667 -0.260
H -0.46498 2.73455 -1.22964 0.067
H -1.10431 -2.72655 -0.29186 0.102
C 5.62950 -5.09452 0.28541 -0.120
H -5.81017 0.75245 -2.45763 0.145
C -6.96947 -6.72511 2.00864 -0.504
O -4.36636 1.92032 -1.53398 0.080
O -8.23066 1.17685 -0.29231 0.066
Br 0.01134 6.04938 -2.13017 0.523
H 3.96287 0.46987 -0.06421 0.179
C -0.16465 7.58567 -6.34510 -0.075
C -0.60945 -0.68606 0.67375 -0.238
C -2.15067 1.77367 1.71905 -0.010
O -8.22172 3.32363 0.49644 0.149
H 4.25842 0.79331 -2.58269 0.042
H -2.63373 0.99788 2.44982 0.078
C 2.38686 1.81862 0.00570 -0.221
```

Summary:
- E_HOMO (eV) = -7.847
- E_tot (eV) = -197379.992
- SMILES = CC(=O)N(C(C)=O)[C@@H]1C[C@@H](CCOCC(F)(F)C(F)(F)C(F)(F)C(F)F)[C@H](C(=O)[O-])[N@H+]([Si](C)(C)C)[C@H]1CCCBr.O=C1OC[C@@H](F)O1.O=C1OC[C@@H](F)O1.O=C1OC[C@@H](F)O1.O=C1OC[C@@H](F)O1.O=C1OC[C@@H](F)O1
- max |F| (eV/A) = 8.3
- Kohn-Sham gap (hartree) = 0.2589

***

[2]
C2H2Cl2 in the gas phase, computed with ωB97M-V/def2-TZVPD.

```
6
Properties=species:S:1:pos:R:3:nbo_charge:R:1
H -1.36367 -0.97864 -0.39468 0.233
C -0.69119 -0.13803 -0.12896 -0.212
C 0.58651 -0.05432 0.16830 -0.278
H 0.89355 0.98425 0.70721 0.234
Cl 1.82832 -1.21224 0.26932 0.053
Cl -1.76372 1.27980 -0.30159 -0.030
```

Summary:
- E_HOMO (eV) = -9.717
- E_tot (eV) = -27149.984
- SMILES = Cl/C=C/Cl
- max |F| (eV/A) = 4.5
- Kohn-Sham gap (hartree) = 0.3888

***

[3]
C18H20ClFN4O2 in the gas phase, computed with ωB97M-V/def2-TZVPD.

```
46
Properties=species:S:1:pos:R:3:nbo_charge:R:1
H -1.06157 1.61619 -0.01016 0.204
N -3.46838 2.24355 -0.89397 -0.587
C -3.38881 1.71735 2.71350 -0.192
N 0.55742 -1.72688 -1.69562 -0.424
H -4.29554 5.26222 4.34344 0.192
Cl 4.35855 -0.29078 -2.13738 -0.010
C -4.88741 4.41220 4.68204 -0.257
N -4.38880 3.82186 2.16044 -0.275
H -1.49104 -0.87799 -0.33638 0.198
C 0.64921 -0.67035 -0.67106 -0.220
C 1.72372 -1.92952 -2.53148 -0.240
C 2.84855 -2.51748 -1.71602 -0.066
C -2.61698 1.36755 -1.53594 0.670
C -0.81516 -0.30149 -0.97310 -0.216
H 0.91276 -1.01305 0.33086 0.195
H 1.33001 0.14209 -0.96752 0.170
C -1.20121 1.16334 -0.99374 -0.512
C 2.65727 -3.77096 -1.13872 -0.164
H -0.30084 -0.33496 -3.09672 0.175
C 3.62950 -4.36399 -0.35912 -0.302
H 6.20554 -0.77625 0.07158 0.229
N -4.11857 3.51050 0.87435 -0.351
C 4.81220 -3.68119 -0.15538 0.463
H -4.43600 4.18612 0.19655 0.416
C -0.59749 -1.03767 -2.30653 -0.201
H 6.88501 -1.50900 -1.37059 0.230
C 4.05617 -1.87579 -1.46841 0.006
H -2.72171 0.48777 1.12576 0.236
C -3.15491 1.43081 1.42503 -0.229
C 5.07506 -2.43187 -0.68796 -0.135
H -0.53935 1.69964 -1.68000 0.236
C 6.37549 -1.72865 -0.43184 -0.635
F 5.75888 -4.27013 0.60862 -0.337
C -3.53531 2.37840 0.38798 0.416
H -5.87301 4.46083 4.21976 0.192
H 2.04106 -0.99596 -3.01308 0.186
H 3.49106 -5.33740 0.09029 0.230
O -2.90554 0.86851 -2.60307 -0.580
H 1.45268 -2.62954 -3.32674 0.211
H 1.71248 -4.27219 -1.30551 0.227
O -4.23793 3.18448 4.34980 -0.479
C -4.02418 2.96349 3.04376 0.450
H 7.02770 -2.33901 0.18600 0.233
H -4.97257 4.41301 5.76381 0.199
H -3.13899 1.03546 3.51473 0.240
H -1.38903 -1.68325 -2.68221 0.206
```

Summary:
- E_HOMO (eV) = -8.615
- E_tot (eV) = -44284.294
- SMILES = COc1cc/c(=N\C(=O)CC2CN(Cc3ccc(F)c(C)c3Cl)C2)[nH]n1
- max |F| (eV/A) = 0.2
- Kohn-Sham gap (hartree) = 0.3072

***

[4]
18 unconnected molecules or ions with the total composition CH38O19, computed with ωB97M-V/def2-TZVPD.

```
58
Properties=species:S:1:pos:R:3:nbo_charge:R:1
H -1.34916 -2.06199 3.51118 0.486
H -1.51225 0.96533 -2.04703 0.283
O 2.31444 2.92433 -0.11185 -0.944
H 1.63411 -0.76200 1.99906 0.513
H -2.18981 1.47165 0.17237 0.553
O 3.64178 1.30883 2.22012 -0.968
O -4.29512 0.18671 -1.81863 -0.976
H -0.97321 -0.62640 -1.23424 0.247
H 0.14060 -2.73631 0.65489 0.506
O 0.23825 -1.20703 -3.61290 -0.953
H -1.75661 -0.74085 -3.82916 0.511
H 1.42042 3.91892 -1.88435 0.519
H -0.11998 3.63128 -1.84841 0.492
H 2.07568 -1.69244 -0.81786 0.470
O 0.35768 0.69346 -1.12645 -0.429
H 3.02940 1.70791 2.84518 0.494
H -3.12812 1.77975 -1.71996 0.490
O -2.27201 -1.69764 3.54249 -1.005
O 2.90396 -1.71794 -1.30762 -0.975
O 0.37260 0.50831 1.92207 -0.941
H 2.25050 2.07178 -0.55704 0.478
O -1.45564 0.83751 0.06353 -0.563
H 3.27696 1.06860 -3.11449 0.503
H 3.55583 -1.62399 -0.59103 0.511
O 2.93563 1.03765 -2.21859 -0.972
H 0.59993 -2.51825 3.21598 0.500
H -0.31840 0.12590 2.49223 0.496
H 0.60084 -0.43310 -3.16970 0.473
H -0.46040 -3.62094 2.84101 0.467
O -2.92439 2.66947 -1.39252 -0.964
O -2.79316 1.91450 3.35582 -0.949
O 0.73718 3.28403 -2.12498 -0.958
H 1.45824 3.16153 0.25573 0.470
H 0.95701 -1.81960 -3.66162 0.501
H -2.57724 -3.59925 0.03086 0.486
O -2.39945 -0.01689 -3.81252 -0.984
H 4.73410 -0.88715 1.82445 0.499
H -3.54907 2.76662 -0.67116 0.485
H -4.32655 -0.69603 -1.46572 0.487
H 3.06340 0.16434 -1.81550 0.510
H 1.91305 -1.97580 1.22652 0.482
H -2.79507 -2.10030 2.84181 0.480
H -0.14778 0.70922 1.13237 0.473
H 0.67018 1.62882 -1.32148 0.546
O -0.02746 -3.18252 3.58203 -0.949
H 3.80732 1.99381 1.55597 0.498
H -0.20774 -1.30199 0.43088 0.466
O 1.46294 -1.71945 2.04076 -0.977
H -2.25581 0.52954 -4.58597 0.494
H -3.29270 1.08290 3.31973 0.476
O 0.03034 -2.09789 -0.06200 -0.956
H 3.82040 0.07951 1.02608 0.491
H -4.32374 0.09098 -2.77874 0.507
H -2.29156 1.66766 4.14806 0.477
O -2.44972 -3.03945 0.80072 -0.961
H -1.87775 -2.31252 0.51842 0.465
C -1.03043 0.46035 -1.20228 0.134
O 4.34411 -0.74101 0.96219 -0.997
```

Summary:
- E_HOMO (alpha / beta) (eV) = -13.447 / -13.427
- E_tot (eV) = -40546.357
- max |F| (eV/A) = 1.5
- spin multiplicity = 2
- net charge = +1
- Kohn-Sham gap (alpha / beta) (hartree) = 0.3843 / 0.1263

***

[5]
2 unconnected molecules or ions with the total composition CCl3F3Si, computed with ωB97M-V/def2-TZVPD.

```
8
Properties=species:S:1:pos:R:3:nbo_charge:R:1
Cl -0.83426 -1.88521 -0.86673 0.091
C -0.17577 -1.60940 -2.36781 -0.195
Cl -1.24238 -1.65859 -3.62943 0.104
Si 0.55775 1.00218 1.42692 2.253
F 0.45050 0.63949 3.02040 -0.629
F 0.60824 2.65472 1.42241 -0.639
Cl 1.60475 0.00532 0.05119 -0.327
F -0.96883 0.85148 0.94306 -0.658
```

Summary:
- E_HOMO (eV) = -9.441
- E_tot (eV) = -54637.920
- max |F| (eV/A) = 4.3
- Kohn-Sham gap (hartree) = 0.3099